C4H9NO2 in the gas phase, computed with ωB97M-V/def2-TZVPD.

```
16
Properties=species:S:1:pos:R:3:forces:R:3
C 1.158259 0.464495 -1.441384 0.1276 -0.0385 0.1225
N -0.227193 0.106007 -1.787743 -0.3698 -0.1044 -0.0387
C -1.332183 -0.469511 -1.278383 0.4303 0.0827 0.0679
O -1.322794 -1.008194 -0.052086 -0.1571 0.0680 -0.2241
C -0.283047 -1.099121 0.935162 0.2220 0.0142 0.0777
C -0.324007 0.134522 1.826724 -0.0146 -0.2333 0.2284
O -0.177959 1.339350 1.106438 -0.1827 0.0748 -0.1110
H 1.250992 1.553129 -1.383581 -0.0113 -0.1528 -0.0582
H 1.475356 0.069936 -0.485557 -0.0360 0.0451 -0.1367
H 1.818542 0.081883 -2.226414 -0.0655 0.0712 0.1393
H -0.453431 0.432757 -2.716079 -0.0194 -0.0329 0.0916
H -0.540520 -1.980460 1.531346 0.0517 0.1151 -0.0751
H 0.693311 -1.279384 0.481000 -0.1556 0.0484 0.0777
H -1.268211 0.125989 2.390763 0.1201 0.0142 -0.1109
H 0.493279 0.096249 2.554740 -0.0723 -0.0259 -0.1203
H -0.960393 1.432353 0.545052 0.1325 0.0541 0.0698
```
Positions in Å, forces in eV/Å.

The orbital gap is 9.085 eV. For the energy relative to the best compared isomer or geometry (same formula, charge and spin), the calculation gives 356.8 kJ/mol. The LUMO energy is 0.828 eV.



2 unconnected molecules or ions with the total composition C4H5NO2S in a non-equilibrium geometry, computed with ωB97M-V/def2-TZVPD.

```
13
Properties=species:S:1:pos:R:3:forces:R:3
C -0.808249 1.026277 0.271429 -2.1488 -0.0108 -1.9483
C -0.592718 -0.461090 0.731715 2.1058 4.5478 1.4490
C 1.663777 -0.608604 -0.218123 -1.6120 -2.1999 -4.1318
C -1.284595 -1.344802 -0.064537 -2.5159 -6.3737 -6.0667
H 1.282188 2.032745 -1.055507 -2.8849 -1.9179 -0.4914
H -1.975718 1.264704 0.377620 2.4384 -0.1800 -0.0504
H -0.139268 1.789729 0.706790 -0.9477 -0.9132 0.7953
H -1.027154 -0.503794 1.725919 0.8506 -0.3594 0.5708
H 0.919661 -0.910034 -1.026072 2.0483 0.4876 -0.6255
N -1.702809 -2.174244 -0.827807 1.7047 4.0188 3.7765
O -0.492642 1.044800 -1.135275 2.8143 2.1846 1.1450
O 0.879279 -0.539832 0.769587 -1.7318 0.1863 5.3758
S 3.278249 -0.615849 -0.255733 -0.1208 0.5296 0.2017
```
Positions in Å, forces in eV/Å.

The orbital gap is 5.676 eV. For the energy relative to the best compared isomer or geometry (same formula, charge and spin), the calculation gives 888.9 kJ/mol. The LUMO energy is -3.402 eV.



C2H4N6 in the gas phase, computed with ωB97M-V/def2-TZVPD.

```
12
Properties=species:S:1:pos:R:3:forces:R:3
C -1.069216 -0.186732 0.000910 -0.0344 -0.1657 -0.0191
C 2.350821 -0.610720 0.052064 -0.0313 -0.0541 0.1013
H -0.997844 1.858774 0.038950 -0.1199 -0.2132 0.0078
H -2.565877 1.175229 -0.128998 0.0830 -0.0112 0.0445
H -2.614655 -1.258499 -0.076036 -0.1045 -0.0058 0.0126
H 3.273102 -1.163610 0.112261 -0.0365 0.0487 -0.0165
N -1.609685 1.061436 0.164542 -0.0143 0.0274 -0.0778
N -1.603566 -1.325077 -0.109364 0.1873 0.3635 0.0126
N 0.371376 -0.128437 0.003350 -0.0294 -0.0416 0.0702
N 1.165011 -1.181050 0.107828 0.0522 0.2106 -0.0986
N 2.283006 0.737076 -0.067110 -0.2112 -0.0373 -0.0552
N 1.017527 1.021612 -0.098398 0.2590 -0.1212 0.0181
```
Positions in Å, forces in eV/Å.

Its structure (SMILES) is [H]/N=C(\N)n1ncnn1. The orbital gap is 10.657 eV. For the energy relative to the best compared isomer or geometry (same formula, charge and spin), the calculation gives 0.0 kJ/mol. The LUMO energy is 0.518 eV.



3 unconnected molecules or ions with the total composition C5H14NO9 in a non-equilibrium geometry, computed with ωB97M-V/def2-TZVPD.

```
29
Properties=species:S:1:pos:R:3:forces:R:3
C 2.498365 -0.835124 1.002496 -0.8827 -1.4868 2.9060
C 1.519294 -0.642381 -0.077399 -0.8345 0.3458 -0.7579
C 0.319486 1.164930 1.543794 -1.1784 -0.8400 0.1463
C -1.837053 -1.588421 0.486370 -0.0515 -0.9429 -0.8879
C -0.108516 0.950744 -0.970392 1.2716 0.2622 -3.6947
N 0.465309 0.466694 0.144575 3.5510 -2.0806 4.9278
O 0.286599 0.003198 2.292286 -0.7168 0.2933 1.9516
O 1.399211 1.915588 1.908141 -0.5036 1.2105 -0.4821
O -0.805774 1.960470 1.457177 3.0431 1.0239 0.3599
O -1.780364 -0.421323 0.262813 0.1891 1.2525 -0.0460
O -2.549931 -2.146256 1.408351 -1.1083 -1.1526 1.5339
O -1.204117 -2.511819 -0.242831 1.1913 2.5320 -0.7077
O -1.222135 1.400413 -4.188143 -0.3942 -1.0539 -0.7093
O -0.802647 2.009079 -1.159675 -2.3186 2.6278 -0.6279
O 0.014979 0.157784 -2.008370 1.1285 -4.2832 -2.2687
H 3.294974 -1.336051 0.503703 1.2223 0.0420 0.1049
H 2.688191 0.116726 1.477284 0.9857 -0.1326 0.0692
H 2.125064 -1.588822 1.832277 0.6809 1.6500 -1.6881
H 1.001120 -1.628071 -0.140088 -0.3130 0.8854 -0.5050
H 2.129988 -0.479255 -1.039754 -1.2337 0.3760 1.2681
H 0.403237 0.132309 3.286986 -0.0995 0.2993 -1.9111
H 1.151232 2.880269 2.012428 0.1539 -1.4406 -0.4246
H -1.635469 1.582782 1.638190 -1.4974 -1.4951 0.1970
H -1.645623 0.530795 -4.419823 0.6492 1.3219 0.3524
H -3.097331 -1.530009 1.916444 0.1839 0.1550 -0.2180
H -1.535073 -3.363831 -0.097266 -0.8350 -2.1806 0.6309
H -0.549413 1.537259 -4.880046 -0.4241 -0.0307 0.4436
H -1.170618 1.911753 -2.078558 0.2657 0.3566 0.5216
H 0.647013 -0.649432 -1.870969 -2.1251 2.4850 -0.4839
```
Positions in Å, forces in eV/Å.

The orbital gap (spin up / spin down) is 5.490 / 7.302 eV. As for the spin multiplicity: 3. The charge is +1. The LUMO energy (spin up / spin down) is -2.685 / -6.895 eV. Its expectation value of S² is 2.007.



What did the third record say?
C2H4N6 in the gas phase, computed with ωB97M-V/def2-TZVPD.

```
12
Properties=species:S:1:pos:R:3:forces:R:3
C -1.069216 -0.186732 0.000910 -0.0344 -0.1657 -0.0191
C 2.350821 -0.610720 0.052064 -0.0313 -0.0541 0.1013
H -0.997844 1.858774 0.038950 -0.1199 -0.2132 0.0078
H -2.565877 1.175229 -0.128998 0.0830 -0.0112 0.0445
H -2.614655 -1.258499 -0.076036 -0.1045 -0.0058 0.0126
H 3.273102 -1.163610 0.112261 -0.0365 0.0487 -0.0165
N -1.609685 1.061436 0.164542 -0.0143 0.0274 -0.0778
N -1.603566 -1.325077 -0.109364 0.1873 0.3635 0.0126
N 0.371376 -0.128437 0.003350 -0.0294 -0.0416 0.0702
N 1.165011 -1.181050 0.107828 0.0522 0.2106 -0.0986
N 2.283006 0.737076 -0.067110 -0.2112 -0.0373 -0.0552
N 1.017527 1.021612 -0.098398 0.2590 -0.1212 0.0181
```
Positions in Å, forces in eV/Å.

Its structure (SMILES) is [H]/N=C(\N)n1ncnn1. The orbital gap is 10.657 eV. For the energy relative to the best compared isomer or geometry (same formula, charge and spin), the calculation gives 0.0 kJ/mol. The LUMO energy is 0.518 eV.